P) This record from the Open Molecules 2025 dataset describes one molecule with the formula CH4S2. The level of theory is wB97M-V/def2-TZVPD.

Computed properties:
* LUMO: 0.6 eV
* gap between HOMO and LUMO: 9.824 eV

```
! RIJCOSX wB97M-V def2-TZVPD def2/J DEFGRID3
* xyz 0 1
H 1.192 -1.727 1.390
S 1.597 -0.463 1.164
H -0.526 1.351 0.131
C -0.683 0.463 -0.477
S 0.943 -0.265 -0.772
H -1.462 -0.113 0.021
H -1.062 0.754 -1.456
*
```

=====

Q) This record from the Open Molecules 2025 dataset describes one molecule with the formula CH4S2. The level of theory is wB97M-V/def2-TZVPD.

Computed properties:
* LUMO: 0.7 eV
* gap between HOMO and LUMO: 9.734 eV

```
! RIJCOSX wB97M-V def2-TZVPD def2/J DEFGRID3
* xyz 0 1
H -0.551 -1.451 1.036
C -0.295 0.429 -0.386
S -0.919 -1.343 -0.359
H -1.220 0.898 -0.067
H 0.116 0.449 -1.408
H 1.979 0.323 0.213
S 0.890 0.695 0.972
*
```

=====

P) takes first place; second place is 0.0302 hartree up.

=====

P) This record from the Open Molecules 2025 dataset describes one molecule with the formula C2H4ClOP. The level of theory is wB97M-V/def2-TZVPD.

Computed properties:
* LUMO: 0.0 eV
* gap between HOMO and LUMO: 9.022 eV

```
! RIJCOSX wB97M-V def2-TZVPD def2/J DEFGRID3
* xyz 0 1
C 0.262 -1.127 -1.977
H 0.082 0.761 2.563
H -0.664 -1.573 -2.157
Cl 1.460 -1.219 -3.078
O -0.551 -0.258 0.894
P 0.654 -0.457 -0.458
C -0.346 0.982 1.534
H -1.327 1.323 1.716
H 0.430 1.568 0.964
*
```

=====

Q) This record from the Open Molecules 2025 dataset describes C2H4ClOP as an isolated structure. The level of theory is wB97M-V/def2-TZVPD.

Computed properties:
* LUMO: -0.2 eV
* gap between HOMO and LUMO: 8.922 eV

```
! RIJCOSX wB97M-V def2-TZVPD def2/J DEFGRID3
* xyz 0 1
H -0.924 -1.255 -0.764
P 0.865 -1.227 1.099
C 0.244 0.886 -0.860
O 0.365 -1.357 2.425
H 0.837 0.327 -1.676
C -0.688 -0.527 0.008
H -1.587 -0.151 0.498
H -0.339 1.787 -1.252
Cl 1.227 1.517 0.523
*
```

=====

R) This record from the Open Molecules 2025 dataset describes a 2-piece molecular cluster, C2H4ClOP overall. The level of theory is wB97M-V/def2-TZVPD.

Computed properties:
* LUMO (spin up / spin down): -1.9 / -1.9 eV
* gap between HOMO and LUMO (spin up / spin down): 7.325 / 7.326 eV

```
! RIJCOSX wB97M-V def2-TZVPD def2/J DEFGRID3
* xyz 0 1
H -2.234 -1.816 0.468
H 0.947 1.908 0.836
H 2.475 0.994 0.238
C 0.653 -0.104 0.076
H 0.886 -1.162 -0.348
P -1.172 0.036 0.262
O -1.358 -1.505 0.735
C 1.358 1.023 0.364
Cl -1.555 0.625 -2.631
*
```

=====

R) takes first place; second place is 0.0022 hartree up.

=====

P) This record from the Open Molecules 2025 dataset describes one molecule with the formula C2H4ClOP. The level of theory is wB97M-V/def2-TZVPD.

Computed properties:
* LUMO: -0.2 eV
* gap between HOMO and LUMO: 9.131 eV

```
! RIJCOSX wB97M-V def2-TZVPD def2/J DEFGRID3
* xyz 0 1
C -1.165 -0.110 0.271
P 1.774 0.790 0.418
H -1.438 0.959 0.485
H -1.422 -0.573 1.278
H -2.008 -0.558 -0.326
O 2.633 1.211 -0.647
C 0.225 -0.126 -0.291
Cl 1.007 -1.688 0.202
H 0.394 0.095 -1.391
*
```

=====

Q) This record from the Open Molecules 2025 dataset describes a 2-piece molecular cluster, C2H4ClOP overall. The level of theory is wB97M-V/def2-TZVPD.

Computed properties:
* LUMO (spin up / spin down): -2.0 / -0.5 eV
* gap between HOMO and LUMO (spin up / spin down): 6.727 / 8.782 eV

```
! RIJCOSX wB97M-V def2-TZVPD def2/J DEFGRID3
* xyz 0 1
H 0.260 0.685 0.365
H -1.519 -0.729 -1.596
C -0.832 -1.558 0.378
O -0.290 -2.478 -0.160
H -0.698 -1.295 1.406
Cl 2.149 -0.714 -0.106
C 1.244 0.696 -0.163
H 1.513 1.206 -1.052
P -1.874 -0.241 -0.369
*
```

=====

R) This record from the Open Molecules 2025 dataset describes one molecule with the formula C2H4ClOP. The level of theory is wB97M-V/def2-TZVPD.

Computed properties:
* LUMO: 0.2 eV
* gap between HOMO and LUMO: 9.910 eV

```
! RIJCOSX wB97M-V def2-TZVPD def2/J DEFGRID3
* xyz 0 1
H -0.701 -0.731 1.254
H 0.806 0.171 -1.972
C 0.469 -0.171 -1.087
P -0.097 1.369 0.203
H 1.225 -0.854 -0.744
O 0.855 0.088 2.320
H -1.496 1.003 0.086
C 0.044 0.084 1.421
Cl -1.105 -0.959 -1.481
*
```

=====

P) takes first place; second place is 0.0465 hartree up.

=====

P) This record from the Open Molecules 2025 dataset describes one molecule with the formula CH3BrO2. The level of theory is wB97M-V/def2-TZVPD.

Computed properties:
* LUMO: 0.4 eV
* gap between HOMO and LUMO: 10.665 eV

```
! RIJCOSX wB97M-V def2-TZVPD def2/J DEFGRID3
* xyz 0 1
O -1.157 -0.093 1.213
H 0.847 0.960 -0.056
C 0.292 0.224 -0.563
H -0.484 0.715 -1.273
O -0.091 -0.633 0.420
Br 1.360 -0.848 -1.842
H -0.767 -0.325 2.101
*
```

=====

Q) This record from the Open Molecules 2025 dataset describes a 2-piece molecular cluster, CH3BrO2 overall. The level of theory is wB97M-V/def2-TZVPD.

Computed properties:
* LUMO: -0.1 eV
* gap between HOMO and LUMO: 9.349 eV

```
! RIJCOSX wB97M-V def2-TZVPD def2/J DEFGRID3
* xyz 0 1
Br -1.676 2.143 -2.409
O 0.274 -0.981 -0.105
H 1.403 -2.030 1.225
H -0.516 0.746 -0.772
O -1.061 1.611 -0.833
H 0.821 -0.330 1.861
C 0.756 -1.159 1.032
*
```

=====

Q) takes first place; second place is 0.0310 hartree up.

=====

P) This record from the Open Molecules 2025 dataset describes a 3-piece molecular cluster, C2H2N2O3S overall. The level of theory is wB97M-V/def2-TZVPD.

Computed properties:
* LUMO: -0.9 eV
* gap between HOMO and LUMO: 9.902 eV

```
! RIJCOSX wB97M-V def2-TZVPD def2/J DEFGRID3
* xyz 0 1
O -1.808 -1.709 -1.648
N -0.360 0.756 -0.182
N -1.341 0.394 0.189
O -2.966 0.368 -2.140
H 2.554 1.219 2.401
H 1.787 -1.293 0.415
S -2.858 -0.792 -1.299
C 2.316 0.411 1.776
C 2.024 -0.482 1.039
O 0.652 1.129 -0.551
*
```

=====

Q) This record from the Open Molecules 2025 dataset describes one molecule with the formula C2H2N2O3S. The level of theory is wB97M-V/def2-TZVPD.

Computed properties:
* LUMO: -1.5 eV
* gap between HOMO and LUMO: 7.118 eV

```
! RIJCOSX wB97M-V def2-TZVPD def2/J DEFGRID3
* xyz 0 1
C 0.399 -0.968 0.802
H 0.720 2.103 -0.067
S -0.091 -1.062 -1.171
N 0.088 0.517 -1.297
O 0.902 1.008 2.074
O -1.740 -1.065 -1.088
O 0.657 -1.932 1.417
N 0.440 1.157 -0.137
H -1.930 -0.266 -1.530
C 0.555 0.507 0.997
*
```

=====

Q) takes first place; second place is 0.0372 hartree up.

=====

P) This record from the Open Molecules 2025 dataset describes an isolated ion of composition C8H10BrN4 and charge +1. The level of theory is wB97M-V/def2-TZVPD.

Computed properties:
* LUMO: -4.1 eV
* gap between HOMO and LUMO: 6.362 eV

```
! RIJCOSX wB97M-V def2-TZVPD def2/J DEFGRID3
* xyz 1 1
H 0.645 1.638 -0.986
H -0.643 -2.164 0.798
H 2.980 0.904 -0.244
C 0.842 0.632 -0.426
C -0.301 -0.180 -0.087
N -2.746 -0.415 -0.363
H -1.935 2.367 -1.125
C -1.852 1.718 -0.288
C 0.031 -1.370 0.573
Br -5.520 -0.348 0.240
H 1.630 -2.642 1.358
H 4.458 -0.924 0.100
H -2.993 -1.347 -0.663
H -0.897 2.171 0.316
N -3.195 1.590 0.376
C 2.108 0.284 -0.114
H 3.953 -2.264 1.042
N 3.714 -1.301 0.717
C 2.440 -0.973 0.451
C -3.773 0.402 0.215
C 1.327 -1.806 0.761
H -3.745 2.442 0.729
N -1.546 0.272 -0.559
*
```

=====

Q) This record from the Open Molecules 2025 dataset describes an isolated ion of composition C8H10BrN4 and charge +1. The level of theory is wB97M-V/def2-TZVPD.

Computed properties:
* LUMO: -3.0 eV
* gap between HOMO and LUMO: 8.696 eV

```
! RIJCOSX wB97M-V def2-TZVPD def2/J DEFGRID3
* xyz 1 1
C 0.076 -0.262 1.284
C -0.179 1.229 -1.272
N 1.309 -0.368 1.796
C -0.549 -1.025 0.141
C 1.510 0.453 2.835
C -0.362 -0.166 -1.289
C -0.303 1.628 -2.567
H -0.740 -1.533 -3.012
H -0.065 2.678 -2.961
N -0.611 0.514 2.157
H -1.606 -1.219 0.266
H -0.058 1.909 -0.470
H 2.119 -0.927 1.445
H 0.099 -3.206 0.261
N 0.137 -2.288 -0.244
H -0.300 -2.593 -1.130
H -1.439 0.947 2.018
C 0.238 0.974 3.099
H 2.495 0.433 3.402
C -0.519 -0.566 -2.559
Br -0.216 2.183 4.368
H -0.453 0.638 -4.298
N -0.582 0.568 -3.271
*
```

=====

Q) takes first place; second place is 0.0543 hartree up.